Density functional theory data (wB97M-V/def2-TZVPD) for an isolated molecule of C18H21NO2.

XYZ file:
```
42
Properties=species:S:1:pos:R:3:mulliken_charge:R:1
C -3.43 0.15 0.49 -1.241
C -2.88 1.16 -0.51 -0.522
H -3.68 1.83 -0.82 0.369
H -2.51 0.65 -1.40 0.297
C -1.74 2.00 0.09 -0.382
N -0.66 1.12 0.50 0.084
C -0.19 1.08 1.76 0.786
O -0.58 1.83 2.64 -0.715
C 0.88 0.06 2.04 -0.130
C 1.58 0.25 3.23 -0.772
C 2.59 -0.60 3.63 -0.659
C 2.89 -1.70 2.85 -0.548
C 2.20 -1.92 1.67 -0.501
C 1.21 -1.04 1.25 0.936
O 0.48 -1.30 0.11 -0.534
C 1.08 -1.91 -0.97 0.338
C 2.38 -1.65 -1.36 0.024
C 2.89 -2.24 -2.50 -0.736
C 2.10 -3.08 -3.27 -0.496
C 0.79 -3.33 -2.88 -0.468
C 0.27 -2.75 -1.74 -0.579
H -0.74 -2.93 -1.43 0.419
H 0.17 -3.98 -3.47 0.393
H 2.50 -3.54 -4.16 0.391
H 3.90 -2.03 -2.80 0.365
H 2.99 -0.98 -0.77 0.489
H 2.42 -2.79 1.07 0.536
H 3.66 -2.40 3.15 0.397
H 3.12 -0.43 4.55 0.407
H 1.31 1.11 3.83 0.481
H -0.35 0.44 -0.17 0.247
C -1.20 3.05 -0.89 -0.521
C -2.17 4.20 -1.12 -1.317
H -3.08 3.86 -1.61 0.319
H -2.44 4.67 -0.17 0.316
H -1.71 4.96 -1.75 0.399
H -0.97 2.57 -1.84 0.266
H -0.28 3.45 -0.47 0.375
H -2.09 2.50 1.01 0.541
H -4.25 -0.41 0.04 0.434
H -3.79 0.65 1.38 0.337
H -2.65 -0.56 0.78 0.175
```

Calculated values
Net charge: 0
Kohn-Sham gap in eV: 9.48
SMILES: CCC(CC)NC(=O)c1ccccc1Oc1ccccc1
E_HOMO in eV: -8.751
LUMO energy in eV: 0.732